84
Properties=species:S:1:pos:R:3:lowdin_charge:R:1 method="wB97M-V/def2-TZVPD" de_lowest_kcal_mol=0.0 total_charge=+1 spin_multiplicity=6 homo_lumo_gap_ev="6.371 / 6.416"
Ru 0.310 0.538 -0.965 0.65
C -3.887 1.998 -0.501 -0.03
C -2.703 1.221 -0.918 -0.24
N -1.656 0.964 -0.037 -0.13
N -2.016 0.679 1.204 0.09
C -0.958 0.323 1.960 -0.52
O 0.127 -0.012 1.503 -0.12
C -1.247 0.210 3.449 -0.15
C -2.446 0.758 3.926 -0.02
C -2.754 0.595 5.260 -0.07
C -1.886 -0.073 6.082 -0.07
C -0.745 -0.680 5.572 -0.08
C -0.396 -0.536 4.256 -0.04
C -2.589 0.809 -2.281 -0.23
C -3.647 0.859 -3.187 -0.02
C -3.562 0.171 -4.339 -0.04
C -2.366 -0.532 -4.691 0.00
C -1.283 -0.361 -3.829 -0.23
N -1.386 0.214 -2.640 -0.09
H -4.108 2.701 -1.334 0.10
H -3.671 2.531 0.427 0.08
H -4.772 1.435 -0.225 0.10
H -3.044 1.331 3.252 0.10
H -3.622 1.071 5.687 0.11
H -2.135 -0.168 7.135 0.11
H -0.037 -1.159 6.248 0.11
H 0.537 -1.032 3.885 0.13
H -4.525 1.384 -2.880 0.11
H -4.414 0.131 -5.020 0.12
H -2.348 -1.036 -5.594 0.09
H -0.338 -0.703 -4.085 0.06
C 3.099 -0.872 0.668 -0.27
P 2.624 0.341 -0.553 0.77
C 3.773 -0.139 -1.907 -0.22
C 3.318 1.920 0.080 -0.36
C 4.660 2.173 0.213 -0.07
C 5.138 3.382 0.716 -0.04
C 4.241 4.364 1.019 -0.06
C 2.873 4.150 0.860 -0.06
C 2.386 2.940 0.389 -0.38
P 0.679 2.658 -0.016 0.84
C -0.141 3.093 1.495 -0.23
C -0.002 3.869 -1.231 -0.22
H 4.201 -0.804 0.918 0.08
H 2.975 -1.905 0.209 0.06
H 2.598 -0.880 1.602 0.02
H 4.783 -0.282 -1.562 0.05
H 3.684 0.675 -2.674 0.03
H 3.386 -1.071 -2.320 0.03
H 5.369 1.433 -0.114 0.10
H 6.205 3.527 0.920 0.13
H 4.565 5.315 1.337 0.10
H 2.254 5.062 0.868 0.12
H -0.031 4.173 1.706 0.08
H 0.248 2.559 2.363 0.07
H -1.212 2.963 1.392 0.04
H -0.049 3.567 -2.266 -0.03
H 0.568 4.836 -1.100 0.08
H -0.996 4.097 -0.862 0.04
S 0.943 1.582 -3.333 0.60
C 2.299 2.567 -3.137 -0.83
N 3.242 3.249 -2.906 0.09
C 1.494 -4.870 -1.462 -0.19
C 1.050 -3.550 -2.070 -0.39
Sb -0.064 -2.204 -0.768 1.48
C 0.177 -3.038 1.162 -0.40
C -1.172 -3.180 1.909 -0.15
C -2.099 -2.881 -1.183 -0.36
C -2.096 -4.414 -1.354 -0.17
H 2.062 -5.522 -2.081 0.06
H 0.675 -5.425 -1.025 0.05
H 2.147 -4.814 -0.543 0.08
H 0.293 -3.838 -2.835 0.06
H 1.802 -2.967 -2.545 0.01
H 0.894 -2.341 1.662 0.02
H 0.721 -3.967 1.053 0.04
H -1.764 -2.278 1.834 0.05
H -1.060 -3.341 2.966 0.07
H -1.697 -4.006 1.449 0.05
H -2.495 -2.342 -2.021 0.02
H -2.741 -2.714 -0.305 0.06
H -1.486 -4.871 -2.097 0.04
H -3.094 -4.780 -1.444 0.07
H -1.656 -4.831 -0.392 0.07